Density functional theory data (ωB97M-V with the def2-TZVPD basis set) for a cluster of 14 separate species, C5H38N2O14 in total.

The total energy comes out at -1376.15164 Eh. The orbital gap is 0.33655 hartree. The HOMO energy comes out at -8.96 eV. For the largest force on an atom, the calculation gives 0.055 Eh/bohr. Its relative energy (zero: lowest compared OMol25 entry of this formula, charge and spin) is 4.371 eV.

Geometry as XYZ:
```
59
Properties=species:S:1:pos:R:3:forces:R:3
C -0.954 -2.247 0.375 -0.5 0.5 2.5
C -0.362 -0.810 0.385 1.9 -1.7 -0.1
N 1.124 -1.066 0.617 -0.1 0.5 -0.8
C 1.359 -1.017 2.047 -0.1 1.5 0.8
C 1.974 -0.182 -0.172 0.3 0.7 -0.9
C 1.523 -0.110 -1.625 -1.7 -2.0 -1.0
N 1.058 -1.267 -2.196 0.7 0.5 0.0
O 1.374 0.931 -2.263 0.7 0.7 0.6
H -1.867 -2.261 0.976 -0.4 0.1 -0.3
H -0.314 -2.912 1.005 -0.2 0.5 -1.0
H -1.180 -2.716 -0.561 0.2 0.1 -0.7
H -0.432 -0.300 -0.575 -0.6 0.0 0.3
H -0.686 -0.154 1.196 -0.5 -0.1 -0.2
H 0.626 -1.642 2.573 0.6 -0.4 -0.2
H 2.398 -1.117 2.413 -0.4 -0.8 -0.6
H 1.127 -0.006 2.422 -0.1 0.1 -0.1
H 3.021 -0.496 -0.173 -0.1 -0.1 0.2
H 1.970 0.892 0.056 0.0 -0.2 0.9
H 0.523 -1.217 -3.066 0.3 -0.1 0.5
H 1.192 -2.162 -1.754 -0.2 0.1 0.1
H -3.176 -0.318 0.426 -0.3 -0.4 0.2
H -3.518 0.872 1.189 -0.2 -0.3 0.1
O -3.735 -0.085 1.183 0.3 0.9 -0.9
H -2.050 3.223 3.228 -0.3 -0.4 0.4
H -2.011 1.923 4.205 -0.2 0.5 -0.1
O -1.593 2.415 3.488 0.7 -0.2 -0.1
H -0.969 2.610 -1.652 -0.1 0.0 -0.1
H -0.130 3.702 -1.018 0.0 -0.1 0.1
O -1.055 3.413 -1.122 0.3 0.0 -0.5
H 0.682 3.145 1.289 0.1 0.0 -0.1
H -0.219 2.088 1.902 0.1 0.0 -0.1
O 0.547 2.192 1.309 -0.3 0.1 0.3
H -1.950 2.861 0.097 -0.6 0.2 0.6
H -3.355 3.034 0.871 0.1 0.3 -0.4
O -2.513 2.575 0.873 0.1 -0.3 0.0
H 0.136 1.479 -3.471 -0.1 -0.6 -0.4
H -0.272 0.824 -4.836 0.1 -0.1 0.0
O -0.605 1.329 -4.093 -0.2 0.5 0.2
H -3.914 1.051 -2.912 0.3 1.2 -0.4
H -2.310 1.131 -3.644 -0.4 1.2 0.0
O -3.072 0.725 -3.208 0.2 -2.0 0.7
H -2.785 -2.155 -3.776 0.3 -0.3 -0.3
H -2.273 -0.850 -3.321 0.3 -0.2 -0.7
O -1.993 -1.612 -3.885 -0.4 0.1 0.9
H 1.790 -4.526 2.074 0.0 -0.2 0.0
H 1.672 -5.356 0.806 0.0 -0.1 0.0
O 1.204 -4.699 1.329 -0.1 0.1 0.1
H 3.986 -3.353 0.279 0.8 -0.2 0.2
H 2.803 -3.133 1.033 -0.1 0.1 0.7
O 3.739 -3.344 1.217 -0.6 0.4 -1.1
H 4.628 0.453 1.506 0.1 0.2 -0.3
H 5.046 -0.896 1.009 0.1 0.0 -0.1
O 5.031 0.031 0.733 -0.1 -0.2 0.5
H 1.885 3.712 -2.118 0.2 -0.6 0.2
H 1.859 2.504 -1.081 0.0 -0.1 -0.8
O 1.920 3.460 -1.186 -0.3 1.1 0.5
H -1.638 -0.479 2.937 0.1 -0.2 0.0
H -2.846 0.351 3.161 -0.3 -0.2 -0.2
O -2.416 -0.438 3.499 0.4 0.0 0.8
```
Positions in Å, forces in eV/Å.

The computed Löwdin charges, all in e, follow: atom 1 (C): -0.0608, atom 2 (C): -0.1880, atom 3 (N): -0.2006, atom 4 (C): -0.0992, atom 5 (C): -0.1238, atom 6 (C): -0.4635, atom 7 (N): 0.1976, atom 8 (O): -0.0036, atom 9 (H): 0.0623, atom 10 (H): 0.0562, atom 11 (H): 0.0607, atom 12 (H): 0.0992, atom 13 (H): 0.0801, atom 14 (H): 0.0926, atom 15 (H): 0.0909, atom 16 (H): 0.0757, atom 17 (H): 0.1055, atom 18 (H): 0.0983, atom 19 (H): 0.1071, atom 20 (H): 0.1078, atom 21 (H): 0.0277, atom 22 (H): 0.0063, atom 23 (O): -0.0721, atom 24 (H): 0.0457, atom 25 (H): 0.0441, atom 26 (O): -0.0632, atom 27 (H): 0.0476, atom 28 (H): 0.0388, atom 29 (O): -0.0358, atom 30 (H): 0.0504, atom 31 (H): 0.0094, atom 32 (O): -0.0553, atom 33 (H): 0.0020, atom 34 (H): 0.0508, atom 35 (O): -0.0910, atom 36 (H): 0.0190, atom 37 (H): 0.0640, atom 38 (O): -0.0522, atom 39 (H): 0.0538, atom 40 (H): 0.0042, atom 41 (O): -0.0684, atom 42 (H): 0.0353, atom 43 (H): -0.0102, atom 44 (O): -0.1011, atom 45 (H): 0.0375, atom 46 (H): 0.0470, atom 47 (O): -0.0533, atom 48 (H): 0.0510, atom 49 (H): 0.0010, atom 50 (O): -0.0694, atom 51 (H): 0.0469, atom 52 (H): 0.0251, atom 53 (O): -0.0623, atom 54 (H): 0.0574, atom 55 (H): -0.0070, atom 56 (O): -0.0588, atom 57 (H): -0.0008, atom 58 (H): -0.0015, atom 59 (O): -0.0572